# C8H18NOS

An isolated ion of composition C8H18NOS and charge +1 (the ωB97M-V functional and the def2-TZVPD basis, OMol25).

Cartesian coordinates (Å):
C 2.0359 1.5035 -2.9819
S 2.7828 0.4211 -1.8759
C 4.0853 -0.3419 -2.4535
C 1.0194 -0.3386 -1.1704
O 1.2797 -0.7098 0.2119
C 0.3913 0.3645 -0.0391
C -1.0732 -0.1043 0.2254
C -2.1978 0.9583 -0.1059
N -1.0718 -0.5995 1.6192
C -1.6707 0.2699 2.6467
C -1.8466 -1.9469 1.7153
H 1.0758 1.9583 -2.6339
H 2.8286 2.2473 -3.1637
H 3.1284 0.3738 -0.4696
H 4.6334 -0.8809 -1.7328
H 4.0813 -0.6205 -3.4962
H 0.3256 -0.9084 -1.7350
H 0.6468 1.2837 0.4078
H -1.2596 -0.9445 -0.4369
H -2.1520 1.8870 0.4982
H -3.2256 0.5766 0.0143
H -2.0735 1.2210 -1.1546
H -0.1694 -0.5266 2.1098
H -2.6409 0.6966 2.3555
H -1.8728 -0.3109 3.5755
H -1.0195 1.0601 3.0292
H -2.8353 -1.7239 1.2003
H -1.2811 -2.7434 1.1002
H -1.9248 -2.1216 2.7403

Net charge   +1
HOMO energy   -0.3985 hartree
HOMO-LUMO gap   7.99 eV
SMILES   C=[SH](=C)[C@H]1O[C@@H]1[C@H](C)[NH+](C)C
Energy relative to the best compared isomer or geometry (same formula, charge and spin)   7.8858 eV

Partial charges, Löwdin, in e: -0.282 0.825 -0.285 -0.238 -0.078 -0.264 -0.255 -0.007 -0.146 -0.031 0.070 0.014 0.005 0.083 0.006 0.033 0.113 0.147 0.135 0.093 0.091 0.093 0.181 0.108 0.119 0.121 0.135 0.146 0.066